No. 1
A structure of composition C14H25BClINO5S at a distorted geometry, computed with wB97M-V/def2-TZVPD.

Last column: Löwdin charge in e.
Geometry (Å):
C  -3.151  3.158  2.040  -0.06
C  -2.147  2.787  0.886  -0.19
O  -1.373  1.650  1.313  0.02
B  -1.929  0.431  0.976  -0.66
O  -3.104  -0.018  1.646  0.13
C  -1.284  -0.548  -0.129  -0.31
C  -1.804  0.047  -1.503  0.04
C  -1.686  -2.044  0.060  -0.26
C  -3.138  -2.450  -0.354  -0.08
C  -3.257  -3.184  -1.690  -0.77
O  -2.583  -4.031  -2.079  0.11
Cl  -4.666  -2.656  -2.737  0.56
O  -0.584  -2.740  -0.534  0.02
C  0.466  -1.908  -0.906  -0.44
O  1.265  -2.265  -1.678  0.19
C  0.282  -0.616  -0.070  -0.47
S  0.535  -0.871  1.777  0.91
C  1.091  0.707  -0.378  -0.38
C  1.930  0.693  -1.688  -0.22
C  3.357  0.026  -1.619  -0.20
C  3.778  -0.566  -0.245  -0.21
C  4.439  0.471  0.760  -0.34
N  4.396  -0.114  2.128  -0.03
H  -3.037  4.205  2.356  0.07
H  -4.178  2.883  1.745  0.07
H  -2.905  2.526  2.911  0.08
H  -2.648  2.636  -0.087  0.11
H  -1.445  3.629  0.778  0.12
H  -3.853  0.361  1.156  0.11
H  -2.176  -0.736  -2.188  0.09
H  -2.602  0.789  -1.309  0.08
H  -0.966  0.578  -1.987  0.10
H  -1.630  -2.382  1.111  0.13
H  -3.581  -3.032  0.473  0.14
H  -3.724  -1.518  -0.401  0.10
H  1.450  -1.873  1.860  -0.09
H  1.684  1.015  0.542  -0.13
H  0.342  1.510  -0.492  0.06
H  1.348  0.208  -2.499  0.09
H  2.089  1.736  -2.014  0.07
H  3.422  -0.783  -2.371  0.09
H  4.121  0.778  -1.887  0.10
H  2.976  -1.150  0.234  0.06
H  4.601  -1.286  -0.456  0.10
H  3.924  1.479  0.736  -0.15
H  5.513  0.618  0.534  0.10
H  3.433  -0.109  2.467  0.02
H  4.626  -1.106  2.037  0.04
I  2.383  3.066  0.772  0.11

Computed properties:
multiplicity = 1
calculated total energy = -58788.424 eV
orbital gap = 5.5 eV
net charge = -1

=====

No. 2
A structure of composition C14H25BIO3P2Tc at a distorted geometry, computed with wB97M-V/def2-TZVPD.

Last column: Löwdin charge in e.
Geometry (Å):
C  -2.762  0.574  -2.076  -0.30
I  -3.011  2.404  -0.262  0.96
H  -3.579  1.301  -2.229  -0.05
H  -3.286  -0.387  -2.002  0.03
H  -2.208  0.627  -3.024  0.04
Tc  -0.871  0.136  -0.556  0.80
P  -2.391  -1.068  0.719  0.67
C  -1.819  -2.754  1.057  -0.21
C  -2.563  -0.330  2.369  -0.23
H  -3.366  -0.854  2.905  0.08
H  -4.704  -1.639  1.072  0.08
H  -2.813  0.732  2.259  0.00
H  -4.531  -0.353  -0.163  0.03
H  -0.777  -2.716  1.397  0.04
H  -1.616  -0.435  2.911  0.06
C  -4.121  -1.299  0.206  -0.23
H  -2.460  -3.196  1.828  0.09
H  -4.176  -2.056  -0.588  0.08
H  -1.877  -3.347  0.135  0.07
P  0.221  1.687  -1.892  0.67
C  1.664  0.944  -2.703  -0.20
C  -0.589  2.633  -3.210  -0.23
H  0.112  3.499  -0.313  0.04
H  1.431  3.726  -1.513  0.09
H  1.628  2.554  -0.153  0.04
C  0.923  3.007  -0.859  -0.21
H  -1.510  3.084  -2.821  0.02
H  0.100  3.420  -3.546  0.08
H  2.140  1.699  -3.340  0.08
H  1.344  0.090  -3.314  0.06
H  -0.833  1.973  -4.052  0.07
H  2.369  0.594  -1.940  0.06
C  -0.306  -1.400  -1.527  -0.24
O  0.055  -2.351  -2.110  0.21
O  2.027  0.586  0.666  0.11
B  0.856  -0.261  0.598  -0.46
O  1.114  -1.404  1.464  0.14
C  2.336  -1.191  2.025  -0.13
C  3.103  -2.069  2.773  0.09
C  4.431  -1.715  3.021  0.06
C  4.968  -0.514  2.548  0.07
C  4.183  0.384  1.814  0.08
C  2.877  0.016  1.555  -0.14
H  2.672  -3.008  3.116  0.15
H  5.057  -2.387  3.597  0.15
H  6.016  -0.268  2.729  0.16
H  4.547  1.332  1.431  0.15

Computed properties:
multiplicity = 4
calculated total energy = -50590.092 eV
energy relative to the best compared isomer or geometry (same formula, charge and spin) = 18.1 kcal/mol
orbital gap (alpha / beta) = 6.6 / 6.1 eV
net charge = +3

=====

No. 3
A structure of composition C14H25CeN5O6 at a distorted geometry, computed with wB97M-V/def2-TZVPD.

Last column: Löwdin charge in e.
Geometry (Å):
O  -1.094  0.229  -2.484  -0.33
H  -1.859  0.648  -3.523  -0.06
Ce  0.841  0.193  -0.828  1.42
N  2.048  -1.965  -0.994  -0.16
N  -0.335  -1.972  -0.235  -0.15
N  0.809  2.529  -0.152  -0.07
N  -0.840  0.926  0.943  -0.05
O  3.246  -1.821  -1.384  0.00
O  1.792  3.357  -0.718  -0.02
O  -1.719  0.078  1.552  -0.03
O  -1.627  -1.886  -0.039  -0.08
C  0.224  -3.219  -0.284  -0.22
C  1.577  -3.222  -0.695  -0.21
C  0.115  3.071  0.853  -0.22
C  -0.805  2.161  1.483  -0.22
C  2.410  -4.444  -0.809  0.01
H  1.950  -5.160  -1.505  0.11
H  2.499  -4.945  0.166  0.11
H  3.407  -4.178  -1.171  0.09
C  -0.511  -4.469  0.058  0.01
H  -1.574  -4.254  0.185  0.09
H  -0.121  -4.910  0.988  0.11
H  -0.385  -5.218  -0.737  0.10
C  0.307  4.465  1.337  0.02
C  -1.619  2.589  2.657  0.01
H  0.982  5.010  0.672  0.09
H  0.724  4.469  2.354  0.11
H  -0.660  4.986  1.377  0.11
H  -2.281  1.776  2.964  0.09
H  -2.221  3.473  2.404  0.11
H  -0.974  2.870  3.502  0.11
H  2.230  2.753  -1.376  0.08
H  -1.741  -0.749  0.911  0.05
C  -2.761  0.658  -4.265  -0.07
H  -2.565  1.365  -5.077  0.01
H  -3.670  0.958  -3.734  0.01
H  -2.898  -0.344  -4.683  0.01
O  2.340  1.009  -1.907  -0.34
H  -1.688  -0.433  -2.082  0.00
H  3.177  0.803  -2.361  0.09
C  2.771  -0.069  4.162  -0.03
C  3.281  0.942  3.343  -0.02
C  2.883  0.997  2.004  -0.09
N  2.024  0.103  1.469  -0.04
C  1.527  -0.870  2.261  -0.11
C  1.879  -0.992  3.609  -0.02
H  3.060  -0.136  5.211  0.12
H  3.976  1.695  3.709  0.12
H  3.249  1.770  1.323  0.13
H  0.832  -1.564  1.773  0.10
H  1.439  -1.807  4.183  0.12

Computed properties:
multiplicity = 2
calculated total energy = -47575.982 eV
energy relative to the best compared isomer or geometry (same formula, charge and spin) = 0.0 kcal/mol
orbital gap (alpha / beta) = 5.6 / 5.5 eV
net charge = +1